The following is a quantum chemistry calculation of 11 unconnected molecules or ions with the total composition C29H59F8N7O17PS in a non-equilibrium geometry, from the Open Molecules 2025 dataset.

CARTESIAN COORDINATES (ANGSTROEM)
P -0.363 -0.061 -0.224
F 1.208 -0.118 -0.704
F -0.366 -1.717 -0.020
F 0.074 0.110 1.373
F -1.941 0.062 0.313
F -0.200 1.560 -0.532
F -0.759 -0.246 -1.804
C -1.703 -4.646 5.731
C -0.701 -3.681 5.096
O 0.016 -2.943 5.800
N -0.672 -3.671 3.795
C -0.146 -2.495 3.112
H -2.190 -5.373 5.081
H -2.511 -4.003 6.079
H -1.222 -5.216 6.526
H -1.283 -4.263 3.251
H 0.918 -2.617 2.907
H -0.313 -1.552 3.631
H -0.751 -2.329 2.220
C -3.609 1.866 -1.755
C -2.873 2.152 -3.142
O -3.474 2.617 -4.176
N -1.493 2.030 -3.082
C -0.712 2.313 -4.267
H -3.657 0.828 -1.426
H -4.646 2.182 -1.647
H -3.024 2.340 -0.967
H -1.046 1.658 -2.257
H 0.301 1.913 -4.217
H -0.668 3.381 -4.483
H -1.252 1.791 -5.056
C 3.205 -0.042 -3.741
C 4.602 -0.293 -3.130
O 5.376 -1.087 -3.733
N 5.076 0.369 -2.070
C 4.339 1.325 -1.186
H 2.586 -0.934 -3.638
H 3.347 0.234 -4.785
H 2.592 0.765 -3.339
H 5.985 0.034 -1.785
H 3.426 1.049 -0.659
H 4.197 2.345 -1.544
H 4.928 1.461 -0.279
C 3.679 0.744 3.523
C 4.145 -0.509 2.781
O 5.102 -1.136 3.174
N 3.477 -0.838 1.673
C 3.840 -1.943 0.789
H 4.589 1.329 3.659
H 3.349 0.612 4.553
H 2.828 1.263 3.083
H 2.685 -0.267 1.415
H 4.274 -1.579 -0.142
H 2.881 -2.424 0.597
H 4.543 -2.629 1.263
C 1.078 3.671 1.844
C 2.322 4.431 1.540
O 3.288 3.755 1.226
N 2.315 5.725 1.779
C 3.349 6.719 1.651
H 0.288 4.326 2.212
H 1.278 3.011 2.688
H 0.785 3.034 1.009
H 1.509 5.916 2.357
H 2.979 7.556 2.244
H 3.414 7.039 0.611
H 4.332 6.320 1.899
C -0.706 -1.727 -5.293
C -0.995 -3.179 -5.595
O -1.071 -3.559 -6.742
N -1.140 -3.922 -4.508
C -1.499 -5.320 -4.542
H -0.315 -1.602 -4.284
H -1.597 -1.100 -5.336
H 0.026 -1.379 -6.022
H -1.261 -3.504 -3.597
H -1.050 -5.787 -5.418
H -2.584 -5.332 -4.437
H -1.149 -5.862 -3.663
C 2.032 -7.532 -2.105
C 2.006 -6.165 -1.534
O 2.421 -5.963 -0.422
N 1.553 -5.212 -2.277
C 1.372 -3.822 -1.865
H 2.900 -7.659 -2.753
H 1.137 -7.757 -2.685
H 2.170 -8.256 -1.302
H 1.117 -5.343 -3.178
H 2.140 -3.127 -2.205
H 1.281 -3.662 -0.790
H 0.443 -3.513 -2.345
C -3.316 1.743 2.564
C -1.967 2.422 2.531
O -1.573 2.358 3.871
C -2.636 2.172 4.618
O -2.668 2.190 5.806
O -3.730 1.863 3.871
F -2.080 3.703 2.176
H -3.047 0.716 2.315
H -4.022 2.239 1.898
H -1.254 2.055 1.793
C -4.460 -1.871 2.055
C -5.659 -1.370 2.771
O -5.223 -1.114 4.037
C -3.991 -1.570 4.313
O -3.508 -1.802 5.404
O -3.508 -1.962 3.100
F -6.568 -2.335 2.918
H -4.083 -1.197 1.286
H -4.631 -2.888 1.700
H -6.132 -0.506 2.303
C -2.340 5.482 -1.562
C -1.251 4.607 -0.939
O -0.327 5.590 -0.476
S -0.819 7.260 -0.585
O 0.319 8.044 -1.114
O -1.611 7.681 0.561
O -1.723 6.747 -1.837
H -3.147 5.802 -0.903
H -2.778 5.105 -2.487
H -0.778 3.923 -1.642
H -1.650 3.976 -0.144

orbital gap: 0.323 hartree
charge: -1
E_HOMO: -7.17 eV
LUMO level: 1.63 eV
calculated total energy: -4341.6215 hartree
spin multiplicity: 1

Atomic partial charges in e from the Mulliken method, atoms 1 to 2:
1 P 2.15
2 F -0.58